Record 1
The following is a DFT calculation (ωB97M-V/def2-TZVPD) of an isolated molecule of C24H23ClN2O6.

* electronic energy: -53050.977 eV
* total charge: 0
* max |F|: 0.61 eV/Å
* energy relative to the best compared isomer or geometry (same formula, charge and spin): 0.0 kJ/mol
* lowest unoccupied orbital energy: 0.636 eV
* SMILES: CCOC(=O)[C@@H]1[C@H]2COc3cc(OC)ccc3[C@H]2N2C(=O)N(c3cccc(Cl)c3)C(=O)[C@]12C
* Kohn-Sham gap: 9.3 eV

XYZ file:
```
56
Properties=species:S:1:pos:R:3:forces:R:3
C 4.3238 2.8275 0.1833 -0.25 -0.32 0.02
C 3.8645 1.5072 0.7825 0.52 0.14 0.05
H 4.5848 0.7141 0.5589 -0.12 0.07 0.11
H 3.7199 1.5923 1.8615 0.02 -0.06 -0.12
O 2.5846 1.1153 0.2740 -0.27 0.19 0.10
C 2.5603 0.5352 -0.9308 -0.25 -0.18 -0.48
O 3.5246 0.3444 -1.6170 0.20 0.03 -0.04
C 1.1397 0.1692 -1.3224 0.27 0.05 0.09
H 1.1796 -0.3252 -2.2959 0.06 0.03 0.15
C 0.2428 1.4291 -1.3903 -0.19 0.00 -0.29
C -0.0439 1.8741 -2.8198 0.27 0.41 0.37
H 0.8841 2.0799 -3.3581 -0.10 0.04 0.06
O -0.7077 0.8868 -3.5740 -0.16 -0.36 -0.12
C -1.8220 0.3566 -2.9901 -0.40 -0.08 0.15
C -2.0646 0.4284 -1.6171 0.11 0.20 -0.09
C -3.2278 -0.1385 -1.1186 0.12 0.08 -0.28
C -4.1356 -0.7788 -1.9396 -0.27 -0.16 0.01
C -3.8793 -0.8694 -3.3063 0.31 0.17 -0.02
C -2.7217 -0.2929 -3.8213 -0.02 -0.06 -0.04
H -2.5215 -0.3524 -4.8779 0.02 0.00 -0.18
O -4.6850 -1.4812 -4.2115 0.28 0.15 -0.06
C -5.8843 -2.0660 -3.7613 -0.20 -0.10 0.08
H -6.3591 -2.4813 -4.6486 0.00 0.01 0.09
H -5.6949 -2.8700 -3.0431 -0.01 0.04 -0.02
H -6.5491 -1.3229 -3.3100 0.03 -0.03 -0.01
H -5.0268 -1.2034 -1.5079 -0.10 -0.06 0.01
H -3.4137 -0.0813 -0.0566 -0.03 -0.03 0.15
C -1.0602 1.0310 -0.6687 -0.04 0.28 0.12
N -0.6137 0.0274 0.2804 -0.09 -0.08 -0.10
C -0.4062 0.3070 1.5950 -0.01 -0.04 0.07
O -1.0325 1.0706 2.2788 -0.10 0.29 0.21
N 0.6793 -0.4919 2.0208 -0.10 0.11 0.20
C 1.3071 -1.0899 0.9540 -0.21 -0.16 -0.21
O 2.2814 -1.7932 0.9858 0.10 -0.08 -0.11
C 0.4631 -0.7602 -0.2777 0.16 -0.39 -0.13
C -0.0192 -2.0685 -0.9015 0.13 0.06 0.08
H 0.8450 -2.6674 -1.1780 0.07 -0.06 -0.06
H -0.6155 -2.6246 -0.1812 -0.04 -0.05 0.05
H -0.6271 -1.8731 -1.7810 -0.03 0.01 -0.07
C 1.1118 -0.5582 3.3633 0.11 -0.03 0.42
C 0.1677 -0.5108 4.3827 0.02 -0.02 0.05
C 0.5957 -0.5723 5.6976 0.23 -0.03 -0.28
C 1.9395 -0.6926 6.0137 -0.06 0.00 0.03
C 2.8648 -0.7495 4.9864 -0.08 0.02 0.03
C 2.4637 -0.6793 3.6646 -0.01 0.04 -0.15
H 3.1902 -0.7362 2.8717 0.04 -0.01 -0.05
H 3.9141 -0.8469 5.2191 0.09 -0.01 0.02
H 2.2513 -0.7432 7.0446 0.00 0.00 0.10
Cl -0.5753 -0.5096 6.9638 -0.18 0.01 0.19
H -0.8807 -0.4119 4.1567 -0.06 0.01 0.01
H -1.5025 1.8602 -0.1062 0.10 -0.10 -0.08
H -0.6529 2.7896 -2.7930 0.07 -0.09 -0.06
H 0.7200 2.2512 -0.8505 -0.08 -0.06 -0.03
H 3.5850 3.6040 0.3685 -0.03 0.10 0.04
H 5.2658 3.1207 0.6372 0.11 0.07 0.05
H 4.4686 2.7208 -0.8888 0.05 0.02 -0.05
```
Positions in Å, forces in eV/Å.

***

Record 2
The following is a DFT calculation (ωB97M-V/def2-TZVPD) of an isolated ion of composition C51H62FN2 and charge +1.

* electronic energy: -59583.428 eV
* total charge: +1
* max |F|: 2.50 eV/Å
* lowest unoccupied orbital energy: -2.574 eV
* Kohn-Sham gap: 8.4 eV

XYZ file:
```
116
Properties=species:S:1:pos:R:3:forces:R:3
C 2.2790 0.8035 2.3538 -0.29 0.43 0.22
C 3.3576 -0.1838 1.9030 -0.39 0.41 -0.09
C 4.7191 0.4121 2.2757 0.23 -0.08 -0.16
C 3.1644 -1.4717 2.7099 0.13 -0.39 0.05
C 3.2697 -0.4437 0.3731 -0.27 0.08 -0.19
C 4.1147 0.2273 -0.5268 0.25 -0.46 -0.13
C 4.0818 -0.0990 -1.8777 0.15 0.32 0.01
C 3.4316 -1.2514 -2.3136 0.44 -0.18 0.40
C 2.6792 -2.0237 -1.4286 -0.57 0.06 -0.14
C 2.3875 -3.5255 -1.7906 -0.49 0.27 -0.43
C 0.9181 -3.8041 -2.1153 -0.42 -0.21 0.00
C 2.8979 -4.4635 -0.6839 0.17 0.13 0.19
C 3.1232 -3.9554 -3.0726 0.26 0.10 -0.12
C 2.3281 -1.3415 -0.2048 1.07 0.49 -0.38
N 1.0054 -1.4028 0.3461 -1.04 0.07 0.75
C 0.5189 -2.6042 1.0230 0.71 -0.77 0.45
C -0.9453 -2.3918 1.1577 -0.93 -0.29 0.00
N -1.1659 -1.0267 0.6758 1.31 0.63 -0.20
C -2.5507 -0.6329 0.7990 -1.41 -0.52 0.32
C -3.0342 -0.2856 2.0878 0.03 -0.17 0.26
C -2.2338 -0.1638 3.4244 -0.33 0.05 -0.22
C -2.7080 1.0844 4.1863 -0.13 0.24 0.16
C -0.7323 0.0071 3.2959 0.49 -0.11 0.13
C -2.5578 -1.3919 4.2840 -0.04 -0.12 0.14
C -4.4088 -0.0729 2.2388 -0.17 0.26 -0.05
C -5.2363 0.0625 1.1367 -0.05 0.07 0.03
C -4.7666 -0.3276 -0.1065 -0.05 -0.03 0.21
C -3.4910 -0.8809 -0.2471 0.13 -0.28 -0.37
C -3.3291 -1.8604 -1.4557 0.03 0.75 -0.16
C -4.2669 -1.4785 -2.6133 -0.19 0.03 -0.14
C -3.7598 -3.2648 -0.9991 -0.07 -0.03 0.19
C -1.9337 -1.8674 -2.0538 0.44 -0.18 -0.24
C -0.0033 -0.4626 0.2279 -0.23 -2.44 -0.54
C 0.1030 0.7079 -0.7493 -2.17 -0.58 -0.21
C -1.2605 1.3199 -1.0254 0.53 -0.06 -0.27
C -2.0441 1.7522 0.0207 -0.47 0.82 -0.06
C -3.2207 2.4623 -0.2536 0.58 -0.28 -0.14
C -3.5620 2.7254 -1.5833 -0.41 -0.16 0.36
C -2.7877 2.2487 -2.6379 0.34 -0.01 -0.10
C -1.6069 1.5698 -2.3543 -0.33 -0.02 0.18
H 1.4034 0.7483 1.6962 0.26 0.10 0.48
H 1.9508 0.6081 3.3852 0.16 -0.03 -0.26
H 2.6436 1.8339 2.3222 -0.14 -0.34 0.01
H 5.5312 -0.2433 1.9412 -0.01 0.15 0.09
H 4.8605 1.4080 1.8405 0.01 -0.19 0.09
H 4.7878 0.5180 3.3662 -0.07 -0.03 -0.25
H 3.6613 -2.3265 2.2371 -0.07 0.04 0.12
H 3.5821 -1.3460 3.7190 -0.07 0.01 -0.29
H 2.1040 -1.7006 2.8508 0.31 0.08 -0.03
H 4.7583 1.0408 -0.1912 -0.13 -0.37 -0.03
H 4.6236 0.5128 -2.5957 -0.03 -0.12 0.15
H 3.5484 -1.5704 -3.3480 0.15 -0.03 0.35
H 0.5625 -3.1204 -2.8983 0.03 -0.17 0.21
H 0.8179 -4.8366 -2.4934 0.03 0.39 0.12
H 0.2511 -3.7250 -1.2539 0.03 0.04 -0.26
H 3.9945 -4.4051 -0.6345 -0.27 -0.07 0.08
H 2.5059 -4.2142 0.3078 0.17 -0.11 -0.17
H 2.6152 -5.5027 -0.9191 0.11 0.37 0.06
H 4.2047 -3.7965 -3.0024 -0.15 0.03 -0.05
H 2.9574 -5.0308 -3.2403 0.02 0.35 0.14
H 2.7351 -3.4314 -3.9539 0.13 -0.09 0.11
H 0.7521 -3.5041 0.4520 -0.01 0.36 0.11
H 0.9832 -2.7318 2.0045 0.04 0.08 -0.29
H -1.5398 -3.0721 0.5331 0.21 0.22 0.21
H -1.3018 -2.4901 2.1879 0.08 0.06 -0.34
H -3.7394 0.9898 4.5376 0.22 0.11 -0.05
H -2.0754 1.2407 5.0691 -0.12 -0.05 -0.16
H -2.6349 1.9782 3.5550 -0.02 -0.10 0.11
H -0.2281 -0.8616 2.8705 0.04 0.18 0.12
H -0.4681 0.8956 2.7126 -0.04 -0.11 0.07
H -0.2989 0.1443 4.2983 -0.18 0.01 -0.25
H -2.2700 -2.3278 3.7947 -0.07 0.09 0.15
H -2.0286 -1.3340 5.2437 -0.11 0.01 -0.16
H -3.6335 -1.4407 4.4866 0.21 -0.06 0.00
H -4.8485 0.0284 3.2342 0.30 0.20 -0.42
H -6.2591 0.4350 1.2443 0.33 -0.25 0.02
H -5.4405 -0.2404 -0.9595 0.29 -0.27 0.34
H -4.1096 -0.4380 -2.9255 -0.08 -0.19 0.06
H -4.0624 -2.1283 -3.4761 -0.01 0.15 0.24
H -5.3199 -1.6279 -2.3464 0.22 0.07 -0.17
H -3.1584 -3.6430 -0.1655 -0.18 -0.01 -0.17
H -4.8067 -3.2341 -0.6664 0.27 -0.08 -0.05
H -3.6823 -3.9766 -1.8336 0.01 0.20 0.19
H -1.1703 -2.1431 -1.3280 -0.06 -0.10 -0.29
H -1.8927 -2.5926 -2.8832 0.03 0.23 0.28
H -1.6806 -0.8757 -2.4503 -0.09 -0.32 0.03
H 0.3373 0.1382 -1.6662 0.27 0.03 0.18
H -1.6805 1.6105 1.0457 -0.39 0.17 -0.54
H -3.8403 2.7785 0.5777 -0.04 0.17 -0.18
H -4.4701 3.2859 -1.7807 0.08 -0.06 -0.07
H -3.0528 2.4146 -3.6852 -0.05 0.12 0.44
H -0.9272 1.2724 -3.1595 -0.35 0.00 0.26
F 0.2504 5.9267 -3.2793 0.41 -1.29 -0.01
C 0.7513 4.6435 -3.2519 -0.31 0.20 0.13
C 1.4049 4.1432 -4.3679 0.15 0.03 0.10
C 1.8878 2.8322 -4.3081 -0.17 -0.05 -0.06
C 1.7280 2.0633 -3.1514 0.03 0.12 0.08
C 1.1426 2.6083 -2.0030 -0.10 -0.15 -0.49
C 1.1201 1.8057 -0.6730 1.19 1.90 0.13
C 1.1422 2.9103 0.4215 0.08 0.55 -0.70
C 2.4060 3.4848 0.6592 -0.08 -0.38 0.64
C 2.5972 4.3586 1.7335 -0.13 0.10 -0.40
C 1.4984 4.8430 2.4502 0.07 -0.18 -0.03
C 0.2234 4.5192 2.0011 0.04 -0.08 -0.11
C 0.0507 3.6061 0.9527 -0.08 0.06 0.32
C 0.5759 3.8875 -2.0958 0.13 0.19 -0.32
H 1.5352 4.7759 -5.2446 -0.02 -0.21 0.19
H 2.3976 2.4011 -5.1766 -0.27 0.20 0.33
H 2.0314 1.0137 -3.1421 0.19 0.37 0.01
H 2.0665 1.2770 -0.5631 0.10 0.52 -0.27
H 3.2487 3.2137 0.0111 -0.21 -0.19 0.48
H 3.6075 4.6618 2.0021 -0.22 0.09 -0.14
H 1.6360 5.5072 3.3032 -0.01 -0.17 -0.24
H -0.6629 4.9680 2.4534 0.30 0.00 -0.17
H -0.9358 3.5585 0.4889 0.41 -0.37 0.57
H -0.0288 4.3147 -1.3036 0.36 0.04 -0.08
```
Positions in Å, forces in eV/Å.

***

Record 3
The following is a DFT calculation (ωB97M-V/def2-TZVPD) of an isolated molecule of C3H4N2OS.

* electronic energy: -19032.702 eV
* total charge: 0
* max |F|: 4.20 eV/Å
* energy relative to the best compared isomer or geometry (same formula, charge and spin): 612.4 kJ/mol
* lowest unoccupied orbital energy (spin up / spin down): -0.315 / -0.315 eV
* Kohn-Sham gap (spin up / spin down): 7.2 / 7.2 eV

XYZ file:
```
11
Properties=species:S:1:pos:R:3:forces:R:3
C -2.0516 1.0655 -0.0211 0.27 -1.64 0.42
C -0.3035 -0.4644 -0.1923 -0.48 -4.01 -0.20
C 1.1810 -0.5548 0.0390 -0.31 -1.05 -1.59
N -2.9830 1.8342 -0.0895 3.97 0.57 -1.24
N -2.8684 -1.3191 0.1453 -0.44 1.90 -0.07
O -0.7680 0.8389 -0.0748 -3.14 0.93 0.34
S -1.4655 -1.7877 0.0354 2.76 2.08 -0.23
H 1.6267 -1.5087 0.3782 -1.00 0.28 0.23
H 1.7307 -0.3998 -0.9028 -0.06 0.60 0.34
H 1.3206 0.1997 0.7531 1.19 1.11 1.02
H -3.8426 1.5905 0.2461 -2.77 -0.78 0.97
```
Positions in Å, forces in eV/Å.

***

Q: electronic energy of number 3 (C3H4N2OS)?
A: -19032.702 eV

***

Q: Number 3 is which compound?
A: C3H4N2OS

***

Q: electronic energy of number 3 (C3H4N2OS)?
A: -19032.702 eV

***

Q: Look up the electronic energy of the third one.
A: -19032.702 eV